[1]
# C16H18LuN2O5

C16H18LuN2O5 as an isolated structure (the ωB97M-V functional and the def2-TZVPD basis, OMol25).

Values from the calculation:
HOMO (spin up / spin down): -20.265 / -17.065 eV
Energy relative to the best compared isomer or geometry (same formula, charge and spin): 86.4 kcal per mole
E_LUMO (spin up / spin down): -11.5 / -13.1 eV
Charge: +3

Last column: Löwdin charge in e.
Geometry (Å):
Lu -0.017 0.877 -3.419  1.02
C -0.012 2.304 -1.676  -0.07
O -0.023 2.826 -0.577  0.14
C -0.019 3.075 -4.279  -0.01
O -0.021 4.145 -4.765  0.23
C -2.073 1.261 -3.427  -0.10
O -3.255 1.231 -3.387  0.20
C 2.040 1.239 -3.396  -0.08
O 3.218 1.247 -3.389  0.21
C -0.013 -0.477 -5.051  -0.17
H 0.939 -1.039 -4.835  0.14
H -0.957 -1.044 -4.838  0.13
C -0.015 0.715 -5.683  -0.15
H -0.958 1.178 -6.087  0.13
H 0.928 1.182 -6.087  0.14
C 2.811 0.303 4.177  -0.02
C 1.295 0.352 4.226  -0.10
N 0.612 -0.575 3.200  0.12
C -0.207 -1.655 3.784  -0.13
C -1.549 -1.105 4.284  0.00
C 0.715 -0.222 1.880  -0.21
O 1.548 0.689 1.568  0.15
C -0.109 -0.804 0.692  -0.04
C -1.237 -1.589 0.684  0.03
C -1.954 -1.794 -0.461  0.01
C -1.620 -1.142 -1.613  -0.11
N -0.548 -0.402 -1.602  -0.08
C 0.217 -0.255 -0.551  -0.09
H 3.147 -0.708 4.364  0.10
H 3.177 0.938 4.950  0.10
H 3.187 0.641 3.235  0.07
H 0.959 0.029 5.205  0.13
H 0.923 1.354 4.062  0.15
H -0.308 -2.430 3.014  0.12
H 0.357 -2.083 4.588  0.15
H -2.100 -0.647 3.477  0.08
H -2.105 -1.915 4.693  0.10
H -1.377 -0.364 5.047  0.09
H -1.621 -2.066 1.632  0.14
H -2.859 -2.439 -0.455  0.16
H -2.267 -1.231 -2.541  0.15
H 1.147 0.400 -0.643  0.14

[2]
# H14NaO7

H14NaO7 as an isolated structure (the ωB97M-V functional and the def2-TZVPD basis, OMol25).

Values from the calculation:
HOMO: -14.776 eV
Energy relative to the best compared isomer or geometry (same formula, charge and spin): 8.8 kcal per mole
E_LUMO: -3.2 eV
Charge: +1

Last column: natural (NBO) charge in e.
Geometry (Å):
Na 0.364 -0.394 0.146  0.94
O 2.441 0.360 -1.161  -0.96
H 2.360 1.092 -1.785  0.48
H 2.996 -0.287 -1.613  0.49
O -1.398 -1.124 1.849  -0.98
H -1.535 -2.007 2.214  0.49
H -2.283 -0.823 1.600  0.50
O 1.687 -1.415 1.812  -0.96
H 1.564 -0.767 2.521  0.49
H 1.092 -2.139 2.041  0.48
O -2.254 1.738 0.709  -0.98
H -1.958 1.511 -0.187  0.49
H -3.181 1.981 0.606  0.50
O 0.489 1.884 1.055  -0.99
H -0.483 1.855 1.092  0.49
H 0.718 2.545 1.716  0.50
O -1.150 1.236 -1.845  -0.97
H -1.957 1.062 -2.352  0.49
H -0.437 1.171 -2.492  0.50
O 0.808 -2.266 -1.702  -0.97
H 1.324 -3.070 -1.565  0.49
H 0.794 -2.145 -2.659  0.49

[3]
# C38H89NO11PS

A 6-piece molecular cluster, C38H89NO11PS overall (the ωB97M-V functional and the def2-TZVPD basis, OMol25).

Values from the calculation:
HOMO: -10.664 eV
E_LUMO: -2.7 eV
Charge: +1

Last column: Löwdin charge in e.
Geometry (Å):
C 1.439 2.830 4.314  -0.10
C 1.633 4.373 4.372  -0.22
C 1.976 4.918 2.974  -0.24
C 3.471 4.891 2.621  -0.18
C 3.921 3.554 1.953  -0.19
C 4.398 3.847 0.522  -0.17
C 4.610 2.593 -0.380  -0.18
C 4.075 1.284 0.199  -0.22
C 4.176 0.177 -0.868  -0.20
C 3.862 -1.234 -0.329  -0.19
C 2.402 -1.660 -0.514  -0.23
C 1.446 -0.733 0.315  -0.31
P 0.651 0.442 -0.807  0.73
S -0.872 -0.614 -1.767  0.57
C -0.169 1.842 0.011  -0.28
C 0.182 3.250 -0.543  -0.21
C 0.799 3.280 -1.946  -0.21
C 0.508 4.589 -2.718  -0.18
N 0.612 5.803 -1.922  0.06
C 1.883 6.109 -1.496  -0.57
C 1.953 6.921 -0.218  0.01
O 2.861 5.798 -2.087  0.10
H 2.375 2.330 4.541  0.07
H 1.102 2.550 3.317  0.04
H 0.646 2.550 5.003  0.07
H 2.433 4.637 5.056  0.10
H 0.694 4.819 4.685  0.10
H 1.666 5.966 2.936  0.10
H 1.397 4.415 2.195  0.08
H 4.084 5.130 3.484  0.11
H 3.633 5.700 1.911  0.08
H 4.746 3.171 2.549  0.12
H 3.059 2.896 1.989  0.07
H 5.344 4.371 0.612  0.12
H 3.688 4.524 0.048  0.08
H 4.111 2.787 -1.333  0.09
H 5.670 2.503 -0.602  0.11
H 4.750 0.972 0.993  0.13
H 3.054 1.405 0.551  0.07
H 5.212 0.176 -1.200  0.12
H 3.582 0.414 -1.752  0.09
H 4.126 -1.339 0.722  0.12
H 4.481 -1.937 -0.885  0.11
H 2.099 -1.617 -1.561  0.09
H 2.301 -2.677 -0.154  0.11
H 0.699 -1.378 0.771  0.09
H 1.992 -0.249 1.119  0.09
H 1.616 0.792 -1.755  0.03
H -0.423 -1.882 -1.962  -0.15
H 0.154 1.798 1.051  0.08
H -1.238 1.657 0.037  0.09
H 0.781 3.812 0.164  0.09
H -0.759 3.799 -0.605  0.12
H 1.884 3.267 -1.824  0.09
H 0.455 2.476 -2.596  0.09
H -0.528 4.513 -3.052  0.12
H 1.126 4.638 -3.605  0.12
H -0.072 5.866 -1.180  0.12
H 1.308 7.798 -0.288  0.09
H 2.958 7.277 -0.048  0.09
H 1.572 6.303 0.596  0.06
C -4.519 0.417 3.899  -0.09
O -4.859 -0.807 3.268  -0.22
C -4.501 -0.843 1.894  -0.18
C -3.257 -1.672 1.674  -0.18
O -2.100 -1.047 2.233  -0.22
C -1.697 -1.637 3.460  -0.10
H -4.675 0.295 4.970  0.09
H -3.473 0.684 3.725  0.08
H -5.168 1.223 3.541  0.09
H -4.371 0.169 1.497  0.13
H -5.330 -1.313 1.357  0.12
H -3.081 -1.762 0.597  0.11
H -3.394 -2.678 2.078  0.11
H -1.281 -2.635 3.284  0.09
H -2.529 -1.709 4.163  0.09
H -0.922 -1.008 3.897  0.09
C -7.143 -6.776 4.384  -0.11
O -5.793 -6.535 4.747  -0.19
C -4.929 -6.419 3.630  -0.21
C -4.579 -4.972 3.351  -0.22
O -5.705 -4.239 2.894  -0.19
C -6.270 -3.406 3.902  -0.09
H -7.751 -6.686 5.283  0.09
H -7.497 -6.052 3.646  0.08
H -7.254 -7.790 3.986  0.09
H -5.370 -6.885 2.744  0.13
H -4.010 -6.962 3.876  0.13
H -3.828 -4.943 2.551  0.11
H -4.145 -4.506 4.241  0.13
H -5.601 -2.571 4.114  0.07
H -6.469 -3.966 4.820  0.09
H -7.213 -3.013 3.523  0.10
C 8.738 2.744 -2.692  -0.11
O 7.617 2.617 -3.551  -0.20
C 6.810 3.788 -3.584  -0.21
C 7.043 4.590 -4.846  -0.20
O 8.341 5.163 -4.863  -0.19
C 9.243 4.472 -5.712  -0.11
H 9.381 1.880 -2.854  0.09
H 9.308 3.651 -2.905  0.09
H 8.416 2.751 -1.644  0.08
H 6.982 4.404 -2.697  0.13
H 5.766 3.454 -3.567  0.12
H 6.326 5.417 -4.872  0.13
H 6.877 3.969 -5.731  0.13
H 8.977 4.635 -6.761  0.09
H 9.255 3.400 -5.499  0.08
H 10.239 4.875 -5.538  0.09
C -5.191 -1.160 -2.839  -0.11
O -5.755 -1.950 -1.809  -0.20
C -7.075 -1.546 -1.458  -0.20
C -8.115 -2.474 -2.046  -0.20
O -8.167 -2.363 -3.461  -0.19
C -7.530 -3.440 -4.126  -0.11
H -4.262 -1.637 -3.155  0.08
H -5.855 -1.081 -3.702  0.09
H -4.960 -0.158 -2.459  0.08
H -7.261 -0.514 -1.769  0.13
H -7.144 -1.588 -0.366  0.12
H -9.099 -2.184 -1.664  0.13
H -7.925 -3.507 -1.741  0.13
H -8.116 -4.358 -4.011  0.09
H -6.517 -3.604 -3.749  0.08
H -7.475 -3.192 -5.185  0.09
C 0.516 -7.004 0.373  -0.10
O -0.633 -7.052 -0.455  -0.18
C -1.368 -5.840 -0.463  -0.21
C -1.117 -5.051 -1.731  -0.20
O 0.221 -4.556 -1.786  -0.23
C 1.046 -5.310 -2.666  -0.10
H 1.097 -7.906 0.189  0.09
H 1.138 -6.134 0.151  0.08
H 0.223 -6.986 1.429  0.09
H -1.134 -5.235 0.420  0.12
H -2.429 -6.105 -0.421  0.13
H -1.784 -4.181 -1.738  0.11
H -1.344 -5.656 -2.611  0.13
H 0.758 -5.130 -3.706  0.09
H 0.989 -6.378 -2.449  0.09
H 2.075 -4.979 -2.526  0.09

[4]
# CHF3NO5S2Yb

CHF3NO5S2Yb as an isolated structure (the ωB97M-V functional and the def2-TZVPD basis, OMol25).

Values from the calculation:
HOMO (spin up / spin down): -9.223 / -8.867 eV
Energy relative to the best compared isomer or geometry (same formula, charge and spin): 148.8 kcal per mole
E_LUMO (spin up / spin down): -1.8 / -3.3 eV
Charge: 0
2S+1: 2

Last column: natural (NBO) charge in e.
Geometry (Å):
O -0.765 2.331 0.935  -0.72
Yb 2.450 1.837 -0.487  1.66
H 0.920 1.053 1.830  0.42
N -0.359 0.194 0.024  -1.01
S 0.480 -0.878 -0.842  1.96
O 1.902 -0.296 -0.705  -1.06
O 0.648 -1.837 -1.953  -0.79
S -0.382 1.828 -0.451  1.63
O 1.754 2.363 1.431  -1.21
O -1.500 2.310 -1.315  -0.84
C -1.098 -1.964 0.226  0.90
F -2.358 -1.874 -0.186  -0.30
F -0.686 -3.193 -0.062  -0.33
F -1.005 -1.873 1.553  -0.31

[5]
# C24H45Cl2MnN2OS2SbTe

C24H45Cl2MnN2OS2SbTe as an isolated structure (the ωB97M-V functional and the def2-TZVPD basis, OMol25).

Values from the calculation:
HOMO (spin up / spin down): -4.960 / -5.206 eV
E_LUMO (spin up / spin down): -1.5 / -1.4 eV
Charge: 0
2S+1: 6

Last column: natural (NBO) charge in e.
Geometry (Å):
Mn -2.094 0.611 0.044  1.10
C -0.195 2.529 -1.958  -0.63
C 0.008 3.091 -0.571  -0.06
O -0.338 2.101 0.394  -0.60
C -0.125 2.562 1.722  -0.06
C -0.552 1.481 2.686  -0.63
H 0.097 3.274 -2.700  0.23
H -1.242 2.272 -2.129  0.22
H 0.412 1.635 -2.102  0.21
H -0.620 3.975 -0.409  0.19
H 1.056 3.371 -0.415  0.17
H -0.707 3.475 1.883  0.20
H 0.938 2.797 1.836  0.17
H -1.640 1.365 2.664  0.22
H -0.268 1.750 3.703  0.23
H -0.077 0.531 2.430  0.20
S -0.419 -0.862 -0.965  -0.15
C -1.042 -2.438 -0.659  -0.05
N -0.956 -2.979 0.647  -0.63
C -1.128 -4.429 0.638  -0.24
C -0.575 -4.963 -0.683  -0.54
S -1.097 -3.707 -1.884  0.38
H -0.098 -2.685 1.099  0.42
H -2.195 -4.665 0.703  0.21
H -0.629 -4.863 1.504  0.23
H -0.994 -5.930 -0.952  0.25
H 0.514 -5.028 -0.670  0.22
C 2.841 -2.084 -2.127  -0.63
C 3.711 -0.844 -1.966  -0.52
C 3.726 -0.022 -3.251  -0.63
Sb 3.084 0.452 -0.333  0.99
C 4.919 1.661 -0.281  -0.51
C 6.223 1.015 -0.725  -0.62
C 5.065 2.280 1.106  -0.62
C 3.477 -0.897 1.344  -0.52
C 4.652 -1.849 1.164  -0.62
C 2.201 -1.673 1.669  -0.63
H 3.213 -2.699 -2.954  0.21
H 1.804 -1.822 -2.347  0.21
H 2.837 -2.707 -1.229  0.19
H 4.731 -1.152 -1.721  0.21
H 2.719 0.321 -3.504  0.21
H 4.086 -0.625 -4.090  0.21
H 4.368 0.858 -3.173  0.21
H 4.680 2.463 -0.988  0.21
H 6.546 0.242 -0.026  0.20
H 7.020 1.765 -0.763  0.21
H 6.152 0.565 -1.715  0.21
H 5.315 1.519 1.850  0.20
H 4.147 2.774 1.432  0.21
H 5.866 3.025 1.121  0.21
H 3.691 -0.222 2.179  0.21
H 4.504 -2.511 0.308  0.20
H 4.767 -2.483 2.050  0.20
H 5.593 -1.320 1.016  0.21
H 1.936 -2.346 0.848  0.18
H 1.350 -1.005 1.829  0.21
H 2.338 -2.281 2.570  0.21
C -4.438 -2.395 0.547  -0.86
Te -3.338 -1.198 1.924  0.48
C -5.044 -0.033 2.479  -0.85
H -5.221 -1.778 0.114  0.25
H -4.871 -3.248 1.062  0.22
H -3.753 -2.717 -0.232  0.21
H -5.677 -0.600 3.156  0.22
H -5.598 0.251 1.586  0.25
H -4.684 0.871 2.966  0.25
Cl -3.948 0.163 -1.973  -0.04
C -5.077 1.304 -1.308  -0.08
C -6.326 1.395 -1.866  -0.24
C -7.249 2.288 -1.319  -0.32
C -6.913 3.075 -0.221  -0.21
C -5.655 2.983 0.328  -0.12
Cl -5.277 3.960 1.695  -0.03
C -4.629 2.094 -0.177  0.08
N -3.439 2.011 0.349  -1.12
H -6.589 0.779 -2.715  0.21
H -8.238 2.365 -1.751  0.20
H -7.634 3.759 0.205  0.21

[6]
# C10H16O

A 2-piece molecular cluster, C10H16O overall (the ωB97M-V functional and the def2-TZVPD basis, OMol25).

Values from the calculation:
SMILES: CCc1ccc(O)cc1.CC
HOMO: -8.310 eV
Energy relative to the best compared isomer or geometry (same formula, charge and spin): 63.9 kcal per mole
E_LUMO: 0.7 eV
Charge: 0

Last column: natural (NBO) charge in e.
Geometry (Å):
C -1.187 -2.379 -2.434  -0.61
C -1.413 -1.117 -1.572  -0.42
C -0.371 -0.510 -0.687  -0.08
C 0.228 0.749 -0.938  -0.17
C 1.358 1.123 -0.330  -0.31
C 1.966 0.247 0.576  0.31
O 3.153 0.472 1.190  -0.65
C 1.373 -1.014 0.874  -0.27
C 0.170 -1.317 0.249  -0.16
H -0.316 -2.133 -3.026  0.20
H -1.975 -2.621 -3.166  0.22
H -0.916 -3.345 -1.867  0.20
H -1.475 -0.182 -2.212  0.21
H -2.417 -1.331 -1.083  0.21
H -0.402 1.407 -1.592  0.21
H 1.979 1.946 -0.651  0.21
H 3.193 1.551 1.168  0.47
H 1.850 -1.773 1.426  0.22
H -0.288 -2.386 0.283  0.21
C -2.744 1.594 1.107  -0.62
C -1.403 1.764 1.883  -0.61
H -2.828 2.580 0.547  0.21
H -2.549 0.711 0.381  0.20
H -3.612 1.302 1.744  0.21
H -0.874 0.843 2.004  0.21
H -0.822 2.534 1.421  0.20
H -1.645 2.279 2.735  0.20

F_max, record by record: 10.6; 0.6; 2.6; 6.6; 2.8; 5.0 eV/Å